1.
Density functional theory data (wB97M-V/def2-TZVPD) for an isolated molecule of C4H4O.

Structure (ORCA input):
```
! wB97M-V def2-TZVPD RIJCOSX def2/J DEFGRID3
* xyz 0 3
C 1.60 0.01 0.00
C 2.42 0.92 -0.36
C 0.18 -0.26 0.44
C -0.99 0.08 -0.29
O 0.92 -1.29 0.04
H -0.13 -0.07 1.55
H -1.39 1.08 -0.03
H -1.73 -0.59 0.13
H -0.88 0.14 -1.47
*
```

Values from the calculation:
⟨S²⟩: 2.014
Kohn-Sham gap (alpha / beta): 9.0 / 7.4 eV
Lowest unoccupied orbital energy (alpha / beta): 0.032 / -0.109 Eh
Relative energy (zero: lowest compared OMol25 entry of this formula, charge and spin): 351.7 kJ/mol

=====

2.
Density functional theory data (wB97M-V/def2-TZVPD) for a 4-piece molecular cluster, C26H56FIN2O4S overall.

Structure (ORCA input):
```
! wB97M-V def2-TZVPD RIJCOSX def2/J DEFGRID3
* xyz 0 1
C 5.87 -1.58 1.93
C 6.10 -1.29 0.37
N 5.99 0.14 -0.03
C 4.70 0.76 0.38
C 3.41 0.06 -0.26
N 2.23 0.98 -0.45
C 1.99 1.88 0.73
C 2.41 3.40 0.39
O 2.43 4.25 1.30
I 2.86 3.86 -1.72
S 0.85 -0.09 -0.45
O 1.08 -1.29 -1.34
O -0.40 0.59 -0.96
F 0.71 -0.59 1.18
C 7.16 0.94 0.35
C 8.33 1.17 -0.74
O 7.19 1.47 1.50
H 4.79 -1.91 2.19
H 6.53 -2.47 2.24
H 6.18 -0.71 2.62
H 7.18 -1.63 0.14
H 5.44 -2.00 -0.25
H 4.73 1.86 0.03
H 4.54 0.79 1.52
H 3.72 -0.29 -1.32
H 3.10 -0.88 0.30
H 2.42 1.50 1.71
H 0.85 1.91 0.88
H 9.31 1.38 -0.18
H 8.08 2.09 -1.36
H 8.38 0.23 -1.38
C -2.79 -1.50 -1.64
C -2.30 -1.65 -3.08
C -2.80 -0.54 -4.00
C -4.32 -0.46 -4.18
C -4.97 -1.74 -4.70
C -4.50 -2.13 -6.10
H -3.88 -1.56 -1.58
H -2.38 -2.30 -1.02
H -2.47 -0.54 -1.22
H -2.59 -2.63 -3.47
H -1.21 -1.63 -3.07
H -2.32 -0.66 -4.98
H -2.45 0.43 -3.62
H -4.54 0.36 -4.86
H -4.78 -0.19 -3.22
H -6.06 -1.58 -4.74
H -4.81 -2.57 -4.01
H -4.70 -1.33 -6.82
H -5.03 -3.03 -6.44
H -3.43 -2.35 -6.11
C -1.18 -2.82 1.94
C -1.61 -4.21 2.39
C -2.36 -4.20 3.72
C -1.54 -3.71 4.92
C -0.24 -4.47 5.19
C -0.47 -5.94 5.53
H -0.48 -2.37 2.64
H -0.68 -2.87 0.96
H -2.04 -2.16 1.84
H -0.74 -4.87 2.43
H -2.28 -4.63 1.62
H -2.72 -5.22 3.92
H -3.25 -3.58 3.63
H -2.17 -3.76 5.81
H -1.30 -2.65 4.78
H 0.27 -3.99 6.03
H 0.43 -4.39 4.33
H -1.10 -6.04 6.41
H 0.49 -6.43 5.74
H -0.94 -6.48 4.70
C -2.13 3.83 -2.65
C -1.90 3.49 -1.19
C -2.95 4.10 -0.25
C -2.99 5.63 -0.24
C -1.67 6.31 0.14
C -1.20 5.97 1.55
H -2.06 4.90 -2.83
H -1.37 3.34 -3.27
H -3.11 3.49 -2.98
H -0.90 3.79 -0.89
H -1.94 2.40 -1.07
H -2.78 3.73 0.76
H -3.94 3.73 -0.54
H -3.77 5.95 0.47
H -3.30 6.00 -1.22
H -1.81 7.39 0.07
H -0.88 6.05 -0.58
H -1.95 6.27 2.29
H -0.28 6.51 1.78
H -1.00 4.91 1.67
*
```

Values from the calculation:
Kohn-Sham gap: 9.1 eV
Lowest unoccupied orbital energy: -0.023 Eh

=====

3.
Density functional theory data (wB97M-V/def2-TZVPD) for C33H17F10N9PbS2Se as an isolated structure.

Structure (ORCA input):
```
! wB97M-V def2-TZVPD RIJCOSX def2/J DEFGRID3
* xyz 0 1
Pb -0.18 0.35 0.01
C -0.80 1.58 3.09
N -0.22 0.30 2.67
C -1.07 -0.82 3.07
C -2.37 -0.93 2.25
N -2.18 -1.13 0.82
C -2.31 -2.34 0.24
C -2.53 -2.34 -1.16
F -2.60 -1.18 -1.79
C -2.65 -3.50 -1.90
F -2.83 -3.45 -3.21
C -2.55 -4.73 -1.26
F -2.64 -5.85 -1.96
C -2.32 -4.78 0.11
F -2.19 -5.96 0.70
C -2.20 -3.62 0.84
F -1.91 -3.73 2.14
C 1.13 0.20 3.24
C 1.99 -0.94 2.73
N 2.33 -0.75 1.34
C 3.11 -1.62 0.69
C 3.41 -1.32 -0.67
F 2.92 -0.20 -1.19
C 4.14 -2.15 -1.48
F 4.36 -1.84 -2.75
C 4.64 -3.34 -0.96
F 5.34 -4.16 -1.73
C 4.40 -3.68 0.36
F 4.88 -4.82 0.84
C 3.66 -2.84 1.17
F 3.44 -3.24 2.42
H -0.85 1.66 4.18
H -0.18 2.39 2.70
H -1.80 1.70 2.67
H -0.51 -1.75 2.96
H -1.36 -0.74 4.12
H -2.98 -1.72 2.69
H -2.91 0.01 2.33
H 1.64 1.13 3.01
H 1.06 0.12 4.34
H 2.92 -0.94 3.31
H 1.53 -1.92 2.92
S -2.25 2.00 -0.12
C -1.49 3.57 -0.02
C -2.41 4.68 -0.10
N -3.14 5.56 -0.16
C -0.16 3.83 0.11
S 1.13 2.67 0.22
C 0.28 5.20 0.16
N 0.67 6.28 0.22
Se 1.05 -2.42 -8.04
N 0.65 -0.86 -7.28
C 0.60 -1.05 -5.99
C 0.29 0.00 -5.03
C 0.04 1.31 -5.44
C -0.24 2.26 -4.49
C -0.26 1.88 -3.15
N -0.02 0.64 -2.75
C 0.26 -0.30 -3.66
C 0.54 -1.69 -3.21
N 0.49 -1.93 -1.90
C 0.74 -3.15 -1.46
C 1.04 -4.22 -2.29
C 1.09 -3.99 -3.65
C 0.84 -2.70 -4.13
C 0.87 -2.39 -5.55
N 1.14 -3.27 -6.48
H 0.06 1.54 -6.50
H -0.44 3.29 -4.76
H -0.47 2.60 -2.38
H 0.68 -3.29 -0.38
H 1.23 -5.21 -1.88
H 1.32 -4.77 -4.36
*
```

Values from the calculation:
Kohn-Sham gap (alpha / beta): 4.9 / 4.7 eV
Lowest unoccupied orbital energy (alpha / beta): -0.091 / -0.098 Eh
Relative energy (zero: lowest compared OMol25 entry of this formula, charge and spin): 51.5 kJ/mol

=====

Number 1: largest force on an atom 7.64 eV/A. Number 2: largest force on an atom 6.57 eV/A. Number 3: largest force on an atom 0.55 eV/A.